1.
98
Properties=species:S:1:pos:R:3:forces:R:3 method="wB97M-V/def2-TZVPD" de_lowest_ev=0.765 s_squared=6.102 e_homo_ev="0.46 / -1.03" orbital_gap_ev="4.0 / 5.4" energy_ev=-89326.731 multiplicity=5 lumo_energy_ev="4.4 / 4.4" total_charge=-2
Cr 0.0623 0.4950 -0.4970 0.0 -0.1 0.1
C 4.9704 2.6363 3.0407 0.0 0.0 0.0
C 4.1589 3.4992 2.0678 0.0 0.0 0.0
C 2.7879 2.9612 1.8016 0.0 0.0 0.0
C 1.5933 3.3142 2.4049 0.0 0.0 0.0
C 1.3687 4.3131 3.4965 0.0 0.0 0.0
C 1.4431 3.7012 4.9000 0.0 0.0 0.0
C 0.6008 2.4550 1.8562 0.0 0.0 0.0
C -0.6883 2.2836 2.3929 0.0 0.0 0.0
C -1.5322 1.2335 2.1444 0.0 0.0 0.0
C -2.8431 1.0985 2.7733 0.0 0.0 0.0
C -3.3893 2.0051 3.8298 0.0 0.0 0.0
C -2.7894 1.7344 5.2127 0.0 0.0 0.0
C -3.4398 0.0343 2.1982 0.0 0.0 0.0
C -2.5043 -0.4682 1.1908 0.0 0.0 0.0
C -2.8566 -1.3995 0.2444 0.0 0.0 0.0
C -2.0656 -1.8095 -0.8506 0.0 0.0 0.0
N -0.8183 -1.3155 -1.1303 0.0 0.0 0.0
C -0.2930 -2.1362 -2.0878 0.0 0.0 0.0
C 1.0914 -2.1764 -2.3949 0.0 0.0 0.0
C 2.0700 -1.4928 -1.7300 0.0 0.0 0.0
N 1.8947 -0.5369 -0.7577 0.0 0.0 0.0
C 3.1342 0.0227 -0.5494 0.0 0.0 0.0
C 3.4192 1.1377 0.1842 0.0 0.0 0.0
C 2.4782 1.9086 0.8993 0.0 0.0 0.0
N 1.1439 1.6530 0.8956 0.0 0.0 0.0
C 4.1419 -0.6867 -1.3349 0.0 0.0 0.0
C 3.4892 -1.6127 -2.0637 0.0 0.0 0.0
C 4.0610 -2.5984 -3.0327 0.0 0.0 0.0
C 4.1315 -4.0164 -2.4580 0.0 0.0 0.0
C 5.5938 -0.3279 -1.3821 0.0 0.0 0.0
C 5.8622 0.8047 -2.3788 0.0 0.0 0.0
C -1.2544 -3.0781 -2.5205 0.0 0.0 0.0
C -2.3800 -2.8753 -1.7276 0.0 0.0 0.0
C -3.6849 -3.6060 -1.7759 0.0 0.0 0.0
C -4.7883 -2.7926 -2.4609 0.0 0.0 0.0
C -1.0251 -4.1684 -3.5204 0.0 0.0 0.0
C -0.4511 -5.4399 -2.8859 0.0 0.0 0.0
N -1.3336 0.2277 1.2376 0.0 0.0 0.0
C -4.8317 -0.4711 2.4196 0.0 0.0 0.0
C -5.8359 0.1530 1.4452 0.0 0.0 0.0
H 5.9756 3.0404 3.1987 0.0 0.0 0.0
H 5.0629 1.6185 2.6582 0.0 0.0 0.0
H 4.4691 2.5754 4.0087 0.0 0.0 0.0
H 4.7097 3.5868 1.1256 0.0 0.0 0.0
H 4.0807 4.5147 2.4696 0.0 0.0 0.0
H 0.3921 4.7877 3.3647 0.0 0.0 0.0
H 2.1099 5.1153 3.4162 0.0 0.0 0.0
H 0.7110 2.8981 5.0000 0.0 0.0 0.0
H 1.2490 4.4465 5.6778 0.0 0.0 0.0
H 2.4294 3.2679 5.0775 0.0 0.0 0.0
H -1.0145 3.0167 3.1211 0.0 0.0 0.0
H -4.4765 1.8950 3.8762 0.0 0.0 0.0
H -3.2000 3.0434 3.5441 0.0 0.0 0.0
H -3.0137 0.7143 5.5323 0.0 0.0 0.0
H -3.1827 2.4259 5.9633 0.0 0.0 0.0
H -1.7037 1.8370 5.1844 0.0 0.0 0.0
H -3.8345 -1.8581 0.3388 0.0 0.0 0.0
H 1.4048 -2.8736 -3.1631 0.0 0.0 0.0
H 4.4528 1.4602 0.2209 0.0 0.0 0.0
H 5.0620 -2.2750 -3.3320 0.0 0.0 0.0
H 3.4565 -2.6089 -3.9446 0.0 0.0 0.0
H 4.7779 -4.0376 -1.5781 0.0 0.0 0.0
H 4.5218 -4.7279 -3.1911 0.0 0.0 0.0
H 3.1410 -4.3493 -2.1454 0.0 0.0 0.0
H 6.1846 -1.2077 -1.6553 0.0 0.0 0.0
H 5.9320 -0.0277 -0.3866 0.0 0.0 0.0
H 5.6071 0.4854 -3.3913 0.0 0.0 0.0
H 6.9119 1.1125 -2.3657 0.0 0.0 0.0
H 5.2359 1.6683 -2.1510 0.0 0.0 0.0
H -4.0092 -3.8641 -0.7616 0.0 0.0 0.0
H -3.5568 -4.5564 -2.3049 0.0 0.0 0.0
H -4.9298 -1.8390 -1.9483 0.0 0.0 0.0
H -5.7435 -3.3274 -2.4709 0.0 0.0 0.0
H -4.5068 -2.5675 -3.4920 0.0 0.0 0.0
H -0.3442 -3.8183 -4.3021 0.0 0.0 0.0
H -1.9657 -4.4118 -4.0266 0.0 0.0 0.0
H 0.4922 -5.2149 -2.3850 0.0 0.0 0.0
H -0.2728 -6.2242 -3.6286 0.0 0.0 0.0
H -1.1366 -5.8289 -2.1297 0.0 0.0 0.0
H -5.1396 -0.2525 3.4469 0.0 0.0 0.0
H -4.8524 -1.5604 2.3192 0.0 0.0 0.0
H -5.8362 1.2398 1.5433 0.0 0.0 0.0
H -6.8501 -0.2173 1.6229 0.0 0.0 0.0
H -5.5599 -0.0722 0.4144 0.0 0.0 0.0
N -2.7595 0.7682 -2.9557 -0.1 0.0 -0.1
C -3.4606 1.3394 -1.8039 0.0 0.0 0.0
C -2.5905 2.2691 -0.9448 0.0 0.0 0.0
O -3.1356 3.2674 -0.4631 0.0 0.0 0.0
O -1.3778 1.9266 -0.7660 0.0 0.0 -0.1
H -3.4319 0.2978 -3.5503 0.0 -0.1 0.0
H -2.0987 0.0603 -2.6494 0.0 0.0 0.0
H -3.8423 0.5728 -1.1151 0.0 0.0 0.0
H -4.3108 1.9211 -2.1611 0.0 0.0 0.0
I 1.8129 2.8916 -2.6136 0.0 0.0 0.0
C 0.5488 1.1291 -2.4411 0.0 0.1 0.0
H 1.0705 0.4028 -3.0620 0.0 0.0 0.0
H -0.3567 1.4615 -2.9414 0.0 0.0 0.0

---

2.
104
Properties=species:S:1:pos:R:3:forces:R:3 method="wB97M-V/def2-TZVPD" de_lowest_ev=0.060 s_squared=6.018 e_homo_ev="-6.83 / -7.87" orbital_gap_ev="7.3 / 6.4" energy_ev=-124558.638 multiplicity=5 lumo_energy_ev="0.5 / -1.5" total_charge=0
Pt 0.3023 0.5954 0.7816 0.5 -0.3 0.2
C 2.2687 -2.5078 3.6240 -0.1 -0.1 0.1
Si 0.5172 -1.8938 3.3745 0.0 0.0 0.1
C -0.6446 -3.2695 3.9359 0.0 0.0 0.0
C 0.2268 -0.3894 4.4556 0.0 -0.1 0.0
N 0.0398 -1.4977 1.7439 0.2 -0.1 0.1
P -0.0731 -2.3023 0.3730 0.1 0.2 0.1
C -0.1067 -0.9343 -0.6910 -0.2 -0.1 -0.3
P -1.2074 -0.0031 -1.6437 -0.1 0.3 0.0
N -1.2965 1.3612 -0.8091 -0.1 0.0 0.0
Si -1.4880 3.0172 -1.3017 0.0 0.0 -0.1
C -2.8751 3.1703 -2.5614 0.0 0.1 0.0
C 0.0957 3.6690 -2.0635 -0.1 0.1 0.0
C -1.9573 4.0149 0.2121 0.0 0.0 0.0
C -2.8218 -0.7887 -1.8092 0.0 0.0 0.0
C -3.9440 -0.1882 -1.2539 -0.1 0.0 0.0
C -5.1884 -0.7951 -1.3726 0.0 0.0 0.0
C -5.3069 -2.0026 -2.0418 0.0 0.0 0.0
C -4.1833 -2.6108 -2.5932 0.0 0.0 0.0
C -2.9444 -2.0060 -2.4789 0.0 0.0 0.0
C -0.5774 0.1456 -3.3277 0.0 0.0 0.0
C -1.4398 0.3205 -4.4085 0.0 0.0 0.0
C -0.9261 0.5053 -5.6832 0.0 0.0 0.0
C 0.4482 0.5144 -5.8836 0.0 0.0 0.0
C 1.3104 0.3358 -4.8100 0.0 0.0 0.0
C 0.8018 0.1508 -3.5327 0.0 0.0 -0.1
C 1.2285 -3.4307 -0.1392 -0.1 -0.1 0.0
C 1.8810 -3.2517 -1.3520 0.1 0.0 0.0
C 2.8541 -4.1542 -1.7553 0.0 0.0 0.0
C 3.1748 -5.2346 -0.9470 0.0 0.0 0.0
C 2.5209 -5.4196 0.2647 0.0 0.0 0.0
C 1.5439 -4.5226 0.6651 0.0 0.0 0.0
C -1.5924 -3.2690 0.3191 0.0 0.0 0.1
C -2.7053 -2.7180 0.9578 0.0 0.0 0.0
C -3.9169 -3.3911 0.9329 0.0 0.0 0.0
C -4.0185 -4.6163 0.2842 0.0 0.0 0.0
C -2.9119 -5.1651 -0.3495 0.0 0.0 0.0
C -1.6991 -4.4907 -0.3377 0.0 -0.1 0.0
H 2.3478 -2.7947 4.6800 0.0 0.0 0.0
H 3.0174 -1.7469 3.4159 0.0 0.0 0.0
H 2.5137 -3.3865 3.0251 0.0 0.0 0.0
H -0.4310 -3.5507 4.9723 0.0 0.0 -0.1
H -0.5562 -4.1752 3.3270 0.0 0.0 0.0
H -1.6879 -2.9452 3.8822 0.0 0.0 0.0
H -0.1080 -0.6916 5.4516 0.0 0.0 0.0
H -0.5471 0.2464 4.0228 0.0 0.0 0.0
H 1.1428 0.1967 4.5566 -0.1 -0.1 0.0
H -2.6166 2.6914 -3.5085 0.0 0.0 0.0
H -3.0680 4.2277 -2.7706 0.0 0.0 0.0
H -3.8083 2.7294 -2.2007 0.0 0.0 0.0
H 0.2813 3.2112 -3.0399 0.0 0.0 0.0
H 0.9525 3.4479 -1.4241 0.0 0.0 0.0
H 0.0511 4.7542 -2.2067 0.0 -0.1 0.0
H -2.9997 3.8375 0.4950 0.0 0.0 0.0
H -1.8500 5.0863 0.0151 0.0 0.0 0.0
H -1.3302 3.7568 1.0693 0.0 0.0 0.0
H -3.8439 0.7531 -0.7274 0.0 0.0 0.0
H -6.0617 -0.3224 -0.9408 0.0 0.0 0.0
H -6.2756 -2.4794 -2.1311 0.0 0.0 0.0
H -4.2739 -3.5601 -3.1055 0.0 0.0 0.0
H -2.0683 -2.4806 -2.9088 0.0 0.0 0.0
H -2.5133 0.3038 -4.2574 0.0 0.0 0.0
H -1.6001 0.6386 -6.5199 0.0 0.0 0.0
H 0.8473 0.6591 -6.8797 0.0 0.0 0.0
H 2.3823 0.3435 -4.9630 0.0 0.0 0.0
H 1.4766 0.0350 -2.6923 0.0 0.0 0.0
H 1.6511 -2.3888 -1.9664 0.0 0.0 0.0
H 3.3716 -4.0044 -2.6945 0.0 0.0 0.0
H 3.9399 -5.9342 -1.2594 0.0 0.0 0.0
H 2.7750 -6.2600 0.8978 0.0 0.0 0.0
H 1.0285 -4.6739 1.6070 0.0 0.0 0.0
H -2.6075 -1.7700 1.4776 0.0 0.0 0.0
H -4.7801 -2.9612 1.4260 0.0 0.0 0.0
H -4.9644 -5.1445 0.2750 0.0 0.0 0.0
H -2.9889 -6.1233 -0.8490 0.0 0.0 0.0
H -0.8358 -4.9236 -0.8310 0.0 0.0 0.0
O 3.1727 -1.3521 0.6762 0.1 -0.2 -0.1
S 3.2235 0.0340 1.0605 -0.3 0.4 0.0
O 2.1668 0.3474 2.1023 0.0 0.0 0.1
O 4.5085 0.5572 1.4427 0.1 -0.1 0.0
S 2.4131 1.1745 -0.4741 0.1 0.0 0.0
O -2.2266 0.7834 1.9762 -0.1 0.0 0.0
H -2.3325 1.1853 1.1001 0.1 0.0 0.0
H -1.7861 1.4686 2.4997 0.0 0.0 0.0
C 5.3783 5.1126 -0.4226 0.0 0.0 0.0
C 4.3548 4.5953 0.5497 0.0 0.0 0.0
C 3.0110 4.9579 0.4240 0.0 0.0 0.0
C 2.0556 4.4358 1.2717 0.0 0.0 0.0
C 2.4475 3.5432 2.2633 0.0 0.0 -0.1
C 3.7711 3.1719 2.4113 0.0 0.0 -0.1
C 4.7203 3.7076 1.5516 0.0 0.0 0.0
S 1.2422 2.7562 3.2940 -0.3 0.3 -0.2
C 0.5945 4.2305 4.0958 0.1 -0.1 0.2
O 0.0686 2.3843 2.3787 0.2 -0.1 0.0
H 5.0550 6.0469 -0.8817 0.0 0.0 0.0
H 5.5411 4.3864 -1.2231 0.0 0.0 0.0
H 6.3379 5.2828 0.0662 0.0 0.0 0.0
H 2.7146 5.6391 -0.3655 0.0 0.0 0.0
H 1.0081 4.6792 1.1401 0.0 0.0 0.0
H 4.0509 2.4190 3.1356 0.0 0.0 0.0
H 5.7515 3.3870 1.6358 0.0 0.0 0.0
H 0.2357 4.9428 3.3563 0.0 -0.1 -0.1
H 1.3917 4.6700 4.6975 0.0 0.0 0.0
H -0.2223 3.9042 4.7401 0.0 0.0 0.0